Entry 1:
{"formula": "C4H10NO", "method": "the ωB97M-V functional and the def2-TZVPD basis", "smiles": "CNCCC[O-]", "e_above_lowest_kcal_mol": 15.8, "mol_weight_g_mol": 88.130, "homo_lumo_gap_ev": 6.583, "max_force_ev_per_a": 1.7, "charge": -1, "lumo_energy_ev": 4.16, "elements": ["C", "N", "C", "C", "C", "O", "H", "H", "H", "H", "H", "H", "H", "H", "H", "H"], "coordinates": [[-0.3600, 1.1472, -1.9507], [0.5887, 0.2918, -1.2169], [-0.1158, -0.7824, -0.4519], [-0.4678, -0.3562, 0.9569], [0.7212, -0.4964, 1.9235], [1.7952, 0.1844, 1.5487], [-1.1757, 0.5475, -2.3433], [0.2105, 1.7376, -2.6630], [-0.8368, 1.8716, -1.2745], [1.0240, 0.8197, -0.4597], [0.6030, -1.5941, -0.3978], [-0.9849, -1.1018, -1.0283], [-0.8790, 0.6486, 1.0395], [-1.2743, -1.0076, 1.3445], [0.2744, -0.2904, 2.9475], [0.8774, -1.6196, 2.0253]], "atomic_forces_ev_per_a": [[0.646, 0.232, 1.581], [-0.920, -0.377, -0.081], [0.732, 0.968, -0.415], [-0.804, -0.924, 0.727], [-0.352, -0.557, 0.236], [0.275, 0.427, -0.010], [0.169, -0.035, -0.635], [-0.305, -0.113, -0.549], [-0.204, 0.128, -0.002], [0.474, 0.012, -0.177], [-0.075, -0.427, 0.148], [-0.088, -0.118, -0.079], [0.102, 0.387, -0.386], [0.033, -0.033, -0.077], [0.213, 0.396, -0.033], [0.104, 0.034, -0.247]]}

Entry 2:
{"formula": "C20H21BF6N15NaO6S2", "method": "the ωB97M-V functional and the def2-TZVPD basis", "e_above_lowest_kcal_mol": 12.8, "mol_weight_g_mol": 779.411, "homo_lumo_gap_ev": 6.888, "max_force_ev_per_a": 0.3, "charge": -2, "lumo_energy_ev": 3.96, "elements": ["Na", "C", "C", "N", "N", "C", "B", "N", "C", "C", "C", "N", "N", "C", "C", "C", "N", "H", "H", "H", "H", "H", "H", "H", "H", "H", "H", "F", "C", "F", "F", "S", "O", "O", "N", "S", "O", "O", "C", "F", "F", "F", "N", "N", "C", "O", "O", "H", "H", "H", "N", "C", "N", "C", "N", "N", "C", "N", "C", "C", "C", "C", "C", "N", "H", "H", "H", "H", "H", "H", "H", "H"], "coordinates": [[0.4730, 0.0643, -0.7967], [4.9245, 1.2553, -0.7630], [3.7876, 0.4374, -0.8909], [2.7178, 1.0359, -0.3907], [3.1287, 2.2315, 0.0726], [4.4490, 2.3915, -0.1447], [2.1833, 3.2083, 0.7831], [1.7589, 2.6548, 2.1623], [1.7040, 3.3346, 3.3248], [1.2768, 2.4688, 4.3101], [1.1074, 1.2491, 3.6321], [1.3792, 1.3756, 2.3427], [0.9502, 3.5179, -0.1034], [0.7066, 4.6654, -0.7596], [-0.4543, 4.5105, -1.4907], [-0.8530, 3.1958, -1.2127], [-0.0034, 2.6061, -0.3799], [5.9344, 1.0434, -1.0712], [3.6914, -0.5562, -1.3018], [4.9443, 3.2964, 0.1680], [2.7654, 4.2564, 0.9641], [1.9823, 4.3756, 3.3603], [1.1257, 2.6802, 5.3556], [0.7897, 0.2907, 4.0135], [1.3812, 5.4997, -0.6588], [-0.9284, 5.2285, -2.1381], [-1.7039, 2.6435, -1.5777], [0.1202, -2.2061, -3.8797], [0.1129, -1.2828, -4.8273], [1.3661, -1.0733, -5.2466], [-0.5955, -1.7444, -5.8711], [-0.6007, 0.2957, -4.1988], [0.2858, 0.6777, -3.1336], [-0.6912, 1.1336, -5.3574], [-2.0300, -0.1637, -3.7578], [-2.5723, -0.5225, -2.3371], [-1.9119, 0.1289, -1.2350], [-2.9477, -1.8981, -2.2133], [-4.1845, 0.3662, -2.4198], [-4.0105, 1.6829, -2.5856], [-4.8538, 0.1811, -1.2748], [-4.9527, -0.0788, -3.4211], [1.7827, -1.8212, 1.8406], [2.5953, -2.6152, 0.9936], [2.1925, -2.8517, -0.3527], [2.7099, -3.8409, -0.9059], [1.3644, -2.0279, -0.8275], [2.0513, -0.8500, 1.7168], [0.8216, -1.8701, 1.5025], [2.8872, -3.4691, 1.4407], [-1.7736, 2.1615, 2.2394], [-2.4797, 1.0713, 2.5278], [-3.5679, 1.2092, 3.3086], [-4.2337, 0.0804, 3.4944], [-5.3393, 0.1419, 4.3189], [-3.9471, -1.1105, 2.9752], [-2.8271, -1.1247, 2.2341], [-2.0493, -0.0922, 2.0025], [-2.4966, -2.4211, 1.5597], [-3.3726, -3.4948, 1.6843], [-3.0865, -4.6641, 1.0006], [-1.9485, -4.7149, 0.2164], [-1.1275, -3.5948, 0.1610], [-1.3847, -2.4745, 0.8282], [-2.0937, 3.0517, 2.5700], [-1.0175, 2.1003, 1.5646], [-5.7308, 1.0651, 4.4052], [-5.9991, -0.6018, 4.1620], [-4.2561, -3.3865, 2.2956], [-3.7518, -5.5169, 1.0705], [-1.6895, -5.5976, -0.3531], [-0.2326, -3.5732, -0.4518]], "atomic_forces_ev_per_a": [[0.166, -0.049, 0.272], [0.008, -0.005, -0.007], [-0.020, -0.013, 0.040], [-0.005, -0.042, -0.055], [0.013, 0.001, -0.083], [-0.006, -0.014, 0.077], [-0.012, 0.041, -0.025], [-0.118, -0.028, -0.024], [-0.019, 0.032, -0.032], [0.082, -0.018, 0.028], [-0.136, 0.031, -0.018], [0.138, -0.030, 0.031], [0.010, -0.042, 0.021], [0.003, -0.008, 0.027], [0.015, 0.027, -0.017], [0.012, -0.014, 0.052], [-0.075, -0.019, 0.088], [0.002, 0.008, -0.002], [-0.002, 0.005, -0.022], [0.014, -0.004, -0.007], [0.014, -0.005, -0.005], [-0.005, 0.001, 0.011], [0.013, 0.003, 0.002], [-0.012, -0.007, -0.007], [-0.008, 0.011, -0.010], [-0.002, -0.002, -0.002], [-0.001, 0.009, -0.006], [0.005, 0.000, -0.011], [-0.001, -0.003, -0.008], [-0.021, -0.010, 0.007], [0.005, 0.007, 0.014], [0.124, 0.018, 0.059], [-0.099, -0.034, -0.019], [0.010, 0.000, -0.006], [-0.153, -0.034, -0.172], [-0.052, 0.114, 0.160], [0.077, -0.172, -0.123], [-0.001, -0.006, 0.013], [-0.010, 0.014, -0.024], [-0.008, -0.023, -0.002], [0.003, -0.001, -0.008], [0.007, 0.008, 0.016], [-0.062, 0.046, 0.014], [0.007, -0.027, -0.024], [0.061, 0.072, 0.082], [-0.039, -0.019, 0.012], [-0.027, 0.139, -0.189], [0.051, 0.018, -0.007], [0.007, -0.010, 0.034], [-0.001, 0.001, -0.001], [0.088, 0.054, -0.147], [0.016, -0.078, 0.025], [0.034, 0.028, -0.016], [-0.050, -0.004, 0.013], [0.009, -0.002, -0.033], [0.056, -0.016, 0.059], [-0.106, 0.033, -0.128], [0.007, 0.024, -0.008], [0.022, -0.119, 0.032], [-0.016, 0.034, 0.002], [0.019, -0.014, -0.024], [-0.012, -0.006, 0.011], [0.077, 0.086, -0.038], [-0.159, 0.030, 0.052], [0.016, -0.002, 0.003], [0.007, 0.004, 0.030], [0.007, -0.003, 0.008], [0.004, -0.001, 0.014], [0.009, -0.012, -0.006], [0.000, 0.000, 0.001], [-0.001, 0.003, -0.003], [0.020, -0.007, 0.005]]}

Entry 3:
{"formula": "C22H60N5O7V", "method": "the ωB97M-V functional and the def2-TZVPD basis", "e_above_lowest_kcal_mol": 0.0, "mol_weight_g_mol": 557.694, "homo_lumo_gap_ev": [8.484, 8.729], "max_force_ev_per_a": 2.4, "spin_multiplicity": 2, "charge": 1, "lumo_energy_ev": [-2.40, -2.41], "elements": ["O", "V", "C", "C", "O", "H", "H", "H", "H", "H", "C", "C", "C", "O", "C", "N", "H", "H", "H", "H", "H", "H", "H", "H", "H", "H", "H", "C", "C", "C", "O", "C", "N", "H", "H", "H", "H", "H", "H", "H", "H", "H", "H", "H", "C", "C", "C", "O", "C", "N", "H", "H", "H", "H", "H", "H", "H", "H", "H", "H", "H", "C", "C", "C", "O", "C", "N", "H", "H", "H", "H", "H", "H", "H", "H", "H", "H", "H", "C", "C", "C", "O", "C", "N", "H", "H", "H", "H", "H", "H", "H", "H", "H", "H", "H"], "coordinates": [[34.7721, 8.8549, 6.7744], [33.5942, 9.8801, 6.8695], [30.7399, 7.0242, 8.4170], [32.1769, 7.4895, 8.5390], [32.3441, 8.7471, 7.9487], [30.4753, 6.8778, 7.3657], [30.0645, 7.8050, 8.7833], [30.5025, 6.1124, 8.9657], [32.8259, 6.7553, 8.0290], [32.5024, 7.5295, 9.5889], [30.3032, 12.2738, 6.1421], [31.6908, 12.7400, 6.5329], [31.6824, 14.0880, 7.1992], [33.0120, 14.4449, 7.4658], [33.1351, 15.8024, 7.8366], [32.3380, 11.7263, 7.4631], [30.2834, 11.2608, 5.7522], [29.9135, 12.9075, 5.3391], [29.5940, 12.4016, 6.9637], [32.3157, 12.7469, 5.6331], [31.0672, 14.0947, 8.1105], [31.2106, 14.8071, 6.5120], [32.8792, 16.4703, 7.0135], [34.1547, 15.9413, 8.1879], [32.4961, 16.0302, 8.6988], [31.5094, 11.3986, 7.9745], [32.8165, 12.2494, 8.1995], [36.8245, 13.0257, 6.6988], [36.0869, 11.7140, 6.9554], [35.6601, 11.6633, 8.4140], [34.7680, 10.5906, 8.6904], [34.1250, 10.7768, 9.9427], [34.9238, 11.5400, 6.0597], [36.3058, 13.8610, 7.1706], [36.8642, 13.1956, 5.6219], [37.8500, 12.9718, 7.0598], [36.7478, 10.8606, 6.7888], [35.1540, 12.6151, 8.6440], [36.5507, 11.5999, 9.0438], [34.8198, 10.7010, 10.7759], [33.3779, 9.9886, 10.0538], [33.5452, 11.7100, 9.9756], [34.3487, 12.3858, 6.0373], [35.2559, 11.4508, 5.1020], [35.1516, 7.5926, 11.8268], [36.4870, 7.6478, 11.1090], [36.3402, 7.0876, 9.7082], [35.9283, 5.7602, 9.8043], [35.6523, 5.1900, 8.5390], [36.9188, 9.0307, 10.9968], [34.8509, 6.5660, 12.0169], [34.3785, 8.0759, 11.2194], [35.1569, 8.1533, 12.7664], [37.1898, 7.0124, 11.6619], [37.3291, 7.1283, 9.2192], [35.6524, 7.7147, 9.1234], [36.5395, 5.1661, 7.8952], [34.8145, 5.7113, 8.0645], [35.3985, 4.1422, 8.7083], [37.7442, 9.1752, 10.4293], [37.1062, 9.4315, 11.9078], [30.6056, 8.6594, 4.7758], [32.0862, 8.6367, 4.4455], [32.2928, 8.3824, 2.9655], [33.6274, 8.0510, 2.7053], [33.9399, 8.0861, 1.3165], [32.6799, 9.9707, 4.8688], [30.0607, 9.4823, 4.2964], [30.4346, 8.7268, 5.8503], [30.1278, 7.7624, 4.3785], [32.5668, 7.8692, 5.0521], [31.9282, 9.2273, 2.3605], [31.6490, 7.5230, 2.7198], [33.7484, 9.0779, 0.8986], [33.3641, 7.3052, 0.8124], [34.9981, 7.8650, 1.1978], [33.4655, 10.1567, 4.2318], [32.0453, 10.6774, 4.4880], [37.7708, 7.5416, 5.9568], [36.9475, 7.3936, 4.6859], [35.8674, 6.3562, 4.7857], [36.4405, 5.1647, 5.2661], [35.5324, 4.0936, 5.2404], [36.3358, 8.7052, 4.3419], [37.1385, 7.7806, 6.8157], [38.4615, 8.3877, 5.8624], [38.3653, 6.6563, 6.1717], [37.6840, 7.1825, 3.8984], [35.4135, 6.2047, 3.7945], [35.0873, 6.7196, 5.4721], [34.6831, 4.2864, 5.9090], [36.0555, 3.1932, 5.5547], [35.1389, 3.8996, 4.2336], [35.7112, 8.5371, 3.5555], [37.0629, 9.3418, 4.0360]], "atomic_forces_ev_per_a": [[-0.639, 0.325, -0.572], [0.471, -1.709, 1.550], [-0.532, 0.417, -0.077], [0.590, -0.177, -0.444], [0.306, 1.957, -1.078], [0.101, -0.127, 0.039], [0.100, -0.033, 0.088], [0.257, -0.062, -0.004], [-0.003, 0.059, 0.197], [-0.121, -0.071, -0.036], [-0.342, 0.688, -0.331], [0.620, -1.100, 0.263], [-0.343, 0.412, -0.721], [0.115, -0.157, -0.026], [0.076, 0.049, 0.755], [-1.538, 0.686, 0.427], [0.031, -0.176, 0.313], [0.112, 0.030, 0.029], [0.078, -0.340, 0.087], [-0.011, 0.428, 0.030], [0.101, -0.181, 0.063], [0.113, 0.041, 0.043], [0.117, 0.028, -0.064], [0.096, 0.156, -0.309], [-0.133, -0.013, -0.143], [0.464, -0.665, 0.021], [0.278, 0.057, -0.372], [0.015, -0.356, -0.222], [0.245, -0.249, 0.300], [-0.195, 0.589, -0.197], [-0.279, 0.298, -0.219], [-0.940, -0.491, 0.437], [-0.747, 0.168, 0.092], [0.034, 0.070, -0.049], [0.099, 0.129, 0.021], [-0.016, 0.112, 0.107], [-0.126, -0.028, -0.282], [-0.033, -0.096, 0.097], [-0.069, -0.123, 0.095], [0.231, 0.152, -0.144], [0.218, -0.149, -0.172], [0.424, 0.175, 0.007], [0.293, 0.103, 0.299], [0.131, -0.394, 0.134], [-0.379, 0.398, 0.077], [-0.285, -0.188, 0.059], [0.742, 0.232, 0.040], [-0.317, -0.380, -0.188], [0.247, -0.450, 0.303], [-0.083, 0.725, 0.074], [0.003, -0.019, 0.040], [0.055, -0.144, -0.112], [0.223, -0.190, 0.078], [0.127, 0.033, -0.090], [-0.077, 0.065, -0.143], [-0.138, -0.082, 0.014], [-0.101, 0.388, -0.070], [0.126, -0.021, -0.184], [-0.239, 0.113, 0.080], [0.086, -0.331, 0.026], [0.030, -0.072, 0.000], [-0.411, -0.079, -0.131], [-0.241, 0.800, 0.160], [-0.547, -0.851, 0.243], [0.497, 0.672, -0.074], [-0.068, -0.313, 0.249], [0.307, -0.446, -1.115], [0.291, 0.100, -0.059], [0.076, -0.090, -0.003], [0.049, -0.120, 0.285], [0.169, -0.059, -0.177], [0.201, 0.096, 0.064], [0.051, 0.103, -0.182], [-0.164, -0.069, -0.103], [-0.017, 0.203, -0.267], [0.030, -0.047, 0.124], [0.322, -0.588, 0.451], [-0.307, -0.016, 0.767], [-0.105, 0.405, 0.390], [1.095, 1.275, -0.033], [-0.057, -0.064, -0.026], [0.044, -0.098, -0.263], [-0.200, -0.202, -0.023], [-0.351, -0.262, -0.080], [-0.099, -0.190, -0.051], [0.022, -0.096, -0.174], [-0.097, -0.078, -0.033], [-0.309, -0.672, -0.054], [-0.055, -0.088, 0.078], [0.015, -0.029, -0.033], [0.016, -0.076, 0.001], [0.034, 0.064, 0.157], [0.041, 0.174, -0.008], [0.051, 0.268, 0.020], [0.051, -0.132, -0.131]]}

Entry 4:
{"formula": "C4H7NO2", "method": "the ωB97M-V functional and the def2-TZVPD basis", "e_above_lowest_kcal_mol": 72.5, "mol_weight_g_mol": 101.105, "homo_lumo_gap_ev": [7.052, 9.219], "max_force_ev_per_a": 6.0, "spin_multiplicity": 3, "lumo_energy_ev": [0.93, -1.40], "elements": ["C", "C", "C", "C", "N", "O", "O", "H", "H", "H", "H", "H", "H", "H"], "coordinates": [[-0.2406, -0.6628, -0.3744], [-1.0305, 0.3313, 0.5018], [1.1903, -0.9625, 0.0109], [-2.2186, 0.6754, 0.1130], [2.0870, 0.0013, -0.0414], [3.2585, -0.1477, 0.2230], [1.5797, 1.2462, -0.2683], [-0.6410, -1.6099, -0.1037], [-0.2880, -0.3320, -1.5031], [-0.4344, 0.6838, 1.2766], [1.5277, -1.9832, -0.0183], [-2.8336, 1.1866, 0.9140], [-2.6911, 0.3466, -0.8229], [0.7344, 1.2269, 0.0930]], "atomic_forces_ev_per_a": [[1.367, 0.573, -0.697], [1.790, -1.726, -2.847], [-4.742, -3.640, 0.328], [-2.608, 1.111, 1.745], [1.056, 3.134, -1.549], [3.148, -0.193, 1.013], [2.736, 1.536, -1.195], [-1.097, -0.912, -0.829], [-0.231, -0.970, 1.850], [-0.054, 0.637, 2.186], [0.311, 0.042, -0.064], [0.441, -0.099, -1.553], [0.267, 0.050, 0.591], [-2.385, 0.457, 1.021]]}